# 1
Computed, not measured: one molecule with the formula C5H12N2 in a non-equilibrium geometry, with ωB97M-V/def2-TZVPD.

The geometry in XYZ format:
```
19
Properties=species:S:1:pos:R:3:forces:R:3
N 0.2384 -0.9857 0.0900 0.5 -0.2 0.3
N -1.2070 -2.3923 1.5962 0.4 0.5 0.3
C 1.0236 1.3103 -0.3691 -1.1 -1.6 -0.1
C 0.4612 0.3292 0.6807 -0.5 -0.4 0.9
C 0.1120 -2.1124 1.0021 -0.3 0.3 -0.5
C -0.4611 2.6622 -1.8920 -1.2 0.4 -0.9
C 0.0389 1.5046 -1.5079 1.2 0.6 0.7
H 1.1404 0.1435 1.5231 0.5 0.2 -0.4
H 0.4398 -3.0272 0.5099 0.1 0.1 -0.2
H -0.4104 -1.0065 -0.6720 -0.3 0.0 -0.2
H -0.0842 0.6232 -2.1231 -0.4 0.0 -0.1
H -1.9425 -2.0452 0.9917 0.0 -0.1 0.0
H 1.3754 2.2317 0.0799 0.1 0.1 -0.1
H -1.2625 -1.8586 2.4542 -0.3 0.0 0.1
H -1.1049 2.7111 -2.7678 0.1 -0.3 -0.1
H 0.8012 -1.8709 1.8017 0.2 -0.4 0.3
H 1.7899 0.6722 -0.8207 0.6 0.7 0.2
H -0.4050 3.6493 -1.4514 0.6 -0.3 0.6
H -0.4163 0.6912 1.2455 -0.2 0.4 -0.6
```
Forces are in eV/Å.

Output
HOMO level (eV): -8.71
Lowest unoccupied orbital energy (eV): 1.1
Frontier orbital gap (eV): 9.80
Energy above the lowest of the compared OMol25 structures with the same formula, charge and spin (kcal per mole): 38.2



# 2
Computed, not measured: one molecule with the formula C5H12N2 in a non-equilibrium geometry, with ωB97M-V/def2-TZVPD.

The geometry in XYZ format:
```
19
Properties=species:S:1:pos:R:3:forces:R:3
N -2.0536 -0.7878 -0.9093 -0.8 1.2 0.0
N -1.4133 0.4527 -0.5056 -1.3 -0.5 -1.3
C 1.0382 -1.6538 0.7280 2.0 -3.9 -0.1
C 1.4697 -0.0099 -1.1165 1.7 -1.3 2.3
C 0.7013 -0.6372 0.0190 -1.5 4.2 -0.9
C -0.4524 0.2883 0.4839 1.6 -1.3 2.3
C 0.0127 1.6805 0.8257 3.5 -1.2 -0.7
H -0.6983 -0.1425 1.5021 -0.9 -0.2 -0.9
H -2.8885 -0.9149 -0.3326 0.4 -0.3 0.1
H 0.3577 -2.1196 1.4603 0.7 0.5 -0.1
H -2.0655 1.2060 -0.2854 -0.1 -0.7 -0.3
H -1.3706 -1.4842 -0.6630 0.0 -0.5 0.0
H 1.9732 -2.2352 0.3512 -1.7 0.8 1.1
H -0.4283 2.2970 0.1040 -0.1 1.5 -1.0
H -0.3138 1.9202 1.7801 -0.4 0.7 1.8
H 2.4892 0.2422 -0.7405 -0.5 -0.3 -0.8
H 1.4383 -0.6179 -1.9577 0.8 -1.7 -1.4
H 1.1752 1.6953 0.7715 -2.1 0.5 0.2
H 1.0288 0.8209 -1.5151 -1.3 2.6 -0.3
```
Forces are in eV/Å.

Output
HOMO level (eV): -8.34
Lowest unoccupied orbital energy (eV): 1.0
Frontier orbital gap (eV): 9.36
Energy above the lowest of the compared OMol25 structures with the same formula, charge and spin (kcal per mole): 73.3